2 unconnected molecules or ions with the total composition C11H20Cl2FN4O2. Source: OMol25; level of theory: ωB97M-V with the def2-TZVPD basis set.

Results
**Energy**: -49542.7159 eV
**Charge**: +1
**Energy relative to the best compared isomer or geometry (same formula, charge and spin)**: 0.000 eV
**Maximum force**: 2.529 eV/Å
**HOMO-LUMO gap**: 9.53 eV
**LUMO level**: -2.92 eV

Geometry (Å):
C -4.4040 3.2002 -0.5950
C -4.3208 3.0177 -2.0813
F -4.7143 4.1346 -2.6999
N -2.9417 2.7848 -2.5316
C -2.1877 3.3979 -3.4379
N -1.0259 2.8683 -3.5492
C -0.9884 1.8481 -2.6815
N 0.0231 1.0324 -2.4586
C -0.0768 -0.0157 -1.4472
C 1.0419 -1.0205 -1.5889
C 0.9454 -2.1900 -0.5868
C 0.1517 -1.9201 0.6611
O 0.7682 -0.8856 1.4369
C 0.7712 -1.0645 2.7720
O 1.1098 -0.1778 3.5315
N -2.1657 1.7870 -2.0364
H -5.4357 3.2907 -0.2953
H -3.9227 2.4030 -0.0446
H -3.8909 4.1170 -0.3346
H -4.9146 2.1791 -2.4257
H -2.5627 4.2405 -3.9800
H 0.8686 1.1800 -2.9815
H -0.0017 0.4593 -0.4751
H -1.0220 -0.5383 -1.5341
H 1.0365 -1.4468 -2.5832
H 1.9893 -0.5026 -1.4854
H 1.9508 -2.4515 -0.2886
H 0.4807 -3.0366 -1.0697
H -0.8823 -1.6465 0.4736
H 0.1216 -2.8371 1.2389
H 0.4752 -2.0374 3.1786
H -2.5408 1.1741 -1.3345
Cl 6.4602 -3.3763 3.4620
C 5.1784 -2.2742 4.0199
C 3.8228 -2.9288 3.9988
Cl 3.2616 -3.2465 2.3298
H 5.2007 -1.3880 3.3914
H 5.4245 -1.9842 5.0396
H 3.0894 -2.2700 4.4620
H 3.8272 -3.8759 4.5309